C72H72 | ωB97M-V/def2-TZVPD

The geometry in ORCA input format:
```
! RIJCOSX wB97M-V def2-TZVPD def2/J DEFGRID3
* xyz 0 1
C -7.784 2.190 -2.670
C -8.084 0.942 -3.190
C -7.088 -0.016 -3.268
C -5.786 0.261 -2.810
C -5.509 1.492 -2.254
C -6.532 2.434 -2.183
H -8.542 2.959 -2.646
H -9.067 0.726 -3.601
H -7.313 -0.982 -3.735
H -5.011 -0.486 -2.898
H -4.555 1.830 -1.841
H -6.399 3.398 -1.732
C -4.279 4.240 0.461
C -4.774 3.333 1.366
C -3.884 2.386 1.848
C -2.610 2.254 1.354
C -2.088 3.161 0.433
C -2.965 4.139 -0.011
H -4.883 5.053 0.053
H -5.823 3.403 1.683
H -4.195 1.669 2.613
H -2.001 1.437 1.748
H -1.064 3.093 0.134
H -2.668 4.889 -0.746
C 3.608 -3.278 -4.511
C 4.430 -2.187 -4.169
C 5.057 -2.105 -2.925
C 4.944 -3.198 -2.106
C 4.166 -4.284 -2.455
C 3.458 -4.327 -3.639
H 3.125 -3.340 -5.483
H 4.499 -1.401 -4.926
H 5.592 -1.214 -2.677
H 5.471 -3.155 -1.175
H 4.088 -5.106 -1.745
H 2.751 -5.120 -3.813
C -0.245 0.011 -1.029
C 0.164 -0.132 0.298
C 1.273 -0.901 0.581
C 1.923 -1.571 -0.438
C 1.512 -1.475 -1.750
C 0.406 -0.658 -2.069
H -1.092 0.657 -1.264
H -0.323 0.437 1.087
H 1.635 -1.021 1.598
H 2.806 -2.138 -0.214
H 2.050 -2.079 -2.488
H 0.054 -0.505 -3.091
C -4.461 -1.993 3.490
C -3.140 -2.384 3.616
C -2.271 -2.179 2.547
C -2.736 -1.643 1.321
C -4.051 -1.203 1.250
C -4.920 -1.434 2.319
H -5.115 -2.113 4.337
H -2.801 -2.852 4.534
H -1.254 -2.538 2.623
H -2.093 -1.527 0.449
H -4.466 -0.723 0.359
H -5.957 -1.087 2.197
C -3.189 1.373 -6.471
C -2.589 0.644 -7.444
C -1.968 -0.579 -7.167
C -1.920 -1.022 -5.830
C -2.544 -0.249 -4.827
C -3.183 0.966 -5.151
H -3.688 2.286 -6.750
H -2.608 1.027 -8.468
H -1.559 -1.110 -8.021
H -1.413 -1.965 -5.625
H -2.495 -0.544 -3.773
H -3.652 1.584 -4.411
C 1.567 -2.924 4.724
C 0.538 -3.799 4.988
C 0.135 -4.773 4.086
C 0.844 -4.865 2.898
C 1.846 -3.955 2.591
C 2.246 -2.960 3.487
H 1.787 -2.142 5.451
H 0.028 -3.753 5.958
H -0.683 -5.460 4.283
H 0.562 -5.612 2.177
H 2.301 -3.974 1.619
H 2.988 -2.233 3.208
C 0.576 -4.994 -0.771
C -0.611 -4.369 -0.400
C -1.623 -5.073 0.207
C -1.496 -6.437 0.422
C -0.332 -7.075 0.073
C 0.725 -6.349 -0.518
H 1.301 -4.403 -1.279
H -0.701 -3.314 -0.588
H -2.552 -4.573 0.460
H -2.323 -6.970 0.893
H -0.219 -8.123 0.255
H 1.668 -6.859 -0.775
C 5.599 -1.046 2.454
C 6.927 -1.411 2.228
C 7.533 -1.242 0.979
C 6.747 -0.750 -0.088
C 5.402 -0.540 0.156
C 4.836 -0.620 1.435
H 5.224 -1.196 3.466
H 7.425 -1.848 3.077
H 8.583 -1.535 0.873
H 7.170 -0.639 -1.073
H 4.729 -0.174 -0.615
H 3.786 -0.385 1.534
C -1.121 1.032 4.564
C -1.376 2.304 5.081
C -0.343 3.061 5.622
C 0.952 2.498 5.607
C 1.188 1.271 5.023
C 0.157 0.508 4.505
H -1.911 0.379 4.149
H -2.398 2.611 5.102
H -0.554 4.040 6.066
H 1.808 2.994 6.040
H 2.196 0.874 4.953
H 0.315 -0.452 4.015
C 0.477 5.485 -1.511
C 0.252 6.830 -1.485
C -0.131 7.477 -2.646
C -0.303 6.783 -3.819
C -0.111 5.399 -3.861
C 0.325 4.753 -2.705
H 0.795 5.008 -0.586
H 0.348 7.390 -0.555
H -0.297 8.539 -2.594
H -0.565 7.382 -4.689
H -0.199 4.810 -4.760
H 0.619 3.711 -2.664
C 4.539 4.633 3.439
C 3.313 4.015 3.224
C 3.195 3.161 2.122
C 4.309 2.928 1.279
C 5.524 3.471 1.570
C 5.631 4.327 2.647
H 4.665 5.318 4.247
H 2.427 4.198 3.837
H 2.204 2.828 1.872
H 4.178 2.291 0.411
H 6.404 3.196 0.996
H 6.576 4.870 2.820
*
```

Maximum force in eV/Å: 2.11
HOMO in eV: -9.09
Structure (SMILES): c1ccccc1.c1ccccc1.c1ccccc1.c1ccccc1.c1ccccc1.c1ccccc1.c1ccccc1.c1ccccc1.c1ccccc1.c1ccccc1.c1ccccc1.c1ccccc1
Molar mass in g mol⁻¹: 937.37
Total energy in a.u.: -2786.7445
Energy above the lowest of the compared OMol25 structures with the same formula, charge and spin in eV: 0.000


C73H157F6N5O6P2S2 | ωB97M-V/def2-TZVPD

The geometry in ORCA input format:
```
! RIJCOSX wB97M-V def2-TZVPD def2/J DEFGRID3
* xyz 3 2
C 1.237 -8.200 9.620
C 1.544 -8.058 8.077
C 0.670 -9.058 7.222
O 1.485 -6.694 7.705
H 0.213 -7.946 9.894
H 1.814 -7.603 10.326
H 1.408 -9.252 9.847
H 2.546 -8.486 8.026
H -0.320 -8.605 7.269
H 0.686 -10.092 7.566
H 1.132 -9.307 6.267
C -0.239 -4.796 2.837
C 0.606 -5.934 3.574
C 1.808 -6.483 2.684
N 2.533 -7.726 3.238
C 3.775 -7.958 2.335
C 4.809 -8.976 2.925
C 5.127 -8.765 4.410
C 3.894 -8.437 5.234
C 2.991 -7.330 4.704
C 1.540 -8.942 3.265
H -0.455 -5.187 1.843
H 0.295 -3.854 2.713
H -1.183 -4.723 3.377
H -0.121 -6.714 3.799
H 0.910 -5.589 4.562
H 2.549 -5.707 2.495
H 1.524 -6.870 1.705
H 4.247 -6.994 2.151
H 3.324 -8.243 1.384
H 5.730 -8.892 2.349
H 4.373 -9.958 2.744
H 5.917 -8.021 4.506
H 5.612 -9.622 4.877
H 4.164 -7.913 6.151
H 3.384 -9.325 5.606
H 3.526 -6.380 4.705
H 2.072 -7.309 5.288
H 0.996 -9.120 2.337
H 0.841 -8.596 4.026
H 2.098 -9.834 3.548
C -2.727 -16.719 12.244
C -3.213 -15.683 11.255
C -2.108 -14.595 11.128
N -1.967 -13.781 9.788
C -3.349 -13.162 9.455
C -3.233 -12.344 8.245
C -2.170 -11.235 8.429
C -0.782 -11.732 8.804
C -0.849 -12.745 9.945
C -1.623 -14.687 8.595
H -3.240 -17.659 12.040
H -2.793 -16.582 13.324
H -1.702 -16.931 11.941
H -4.157 -15.223 11.548
H -3.418 -16.248 10.346
H -1.082 -14.857 11.389
H -2.323 -14.011 12.022
H -3.441 -12.563 10.362
H -4.137 -13.908 9.560
H -4.282 -12.049 8.259
H -3.252 -12.835 7.272
H -2.396 -10.552 9.247
H -2.043 -10.703 7.486
H -0.025 -11.023 9.138
H -0.246 -12.281 8.029
H -1.112 -12.242 10.875
H 0.120 -13.225 10.081
H -2.407 -15.419 8.403
H -0.711 -15.219 8.867
H -1.481 -14.143 7.661
C 8.710 -12.020 15.233
C 7.468 -12.464 14.580
C 6.425 -11.354 14.244
N 5.318 -11.638 13.093
C 4.202 -10.569 13.193
C 3.180 -10.605 12.038
C 3.680 -10.850 10.616
C 4.639 -11.948 10.580
C 5.772 -11.906 11.582
C 4.613 -12.922 13.539
H 8.550 -12.110 16.308
H 9.059 -11.046 14.893
H 9.467 -12.733 14.907
H 6.906 -13.232 15.112
H 7.675 -12.811 13.567
H 6.976 -10.559 13.742
H 6.051 -10.795 15.102
H 4.857 -9.698 13.221
H 3.616 -10.567 14.111
H 2.562 -9.718 12.181
H 2.414 -11.338 12.292
H 4.095 -9.897 10.290
H 2.914 -11.030 9.862
H 5.035 -12.041 9.568
H 4.095 -12.844 10.879
H 6.388 -11.011 11.499
H 6.373 -12.815 11.577
H 3.615 -13.083 13.131
H 4.423 -12.769 14.601
H 5.075 -13.895 13.372
C -1.694 -14.839 -0.524
C -2.065 -13.778 -1.551
C -2.601 -12.438 -1.107
C -3.881 -12.482 -0.293
P -4.522 -10.983 0.436
C -3.302 -10.343 1.787
C -2.602 -11.407 2.755
C -1.795 -10.649 3.823
C -2.727 -9.814 4.801
C -4.734 -9.889 -0.965
C -5.723 -10.420 -1.997
C -6.703 -9.292 -2.375
C -6.088 -8.506 -3.726
C -6.197 -11.244 1.135
C -6.357 -11.917 2.527
C -6.293 -13.536 2.377
C -6.734 -14.267 3.651
H -1.887 -15.835 -0.922
H -2.178 -14.743 0.448
H -0.611 -14.715 -0.526
H -2.859 -14.329 -2.054
H -1.297 -13.740 -2.324
H -2.902 -11.825 -1.956
H -1.847 -11.881 -0.552
H -3.568 -13.127 0.528
H -4.672 -12.996 -0.839
H -3.828 -9.531 2.289
H -2.516 -9.746 1.322
H -2.067 -12.218 2.261
H -3.218 -12.090 3.338
H -0.903 -10.212 3.374
H -1.323 -11.349 4.513
H -2.167 -9.497 5.681
H -3.607 -10.388 5.092
H -3.182 -8.864 4.518
H -3.721 -9.898 -1.366
H -4.961 -8.859 -0.687
H -6.327 -11.300 -1.778
H -5.168 -10.721 -2.885
H -6.921 -8.575 -1.584
H -7.601 -9.818 -2.697
H -6.034 -9.105 -4.635
H -5.081 -8.114 -3.579
H -6.764 -7.682 -3.951
H -6.808 -11.778 0.407
H -6.485 -10.196 1.208
H -7.361 -11.736 2.912
H -5.621 -11.627 3.277
H -5.232 -13.692 2.178
H -6.830 -13.868 1.489
H -6.625 -15.351 3.651
H -7.736 -14.035 4.011
H -6.133 -13.960 4.507
C 0.444 -3.287 13.083
C 1.203 -4.190 12.110
C 2.264 -3.717 11.148
C 2.778 -4.767 10.138
P 3.779 -4.314 8.636
C 2.606 -3.367 7.436
C 3.232 -3.066 6.114
C 2.235 -2.565 4.998
C 1.456 -1.284 5.337
C 5.090 -3.191 9.246
C 5.853 -3.491 10.497
C 7.439 -3.421 10.330
C 8.048 -2.062 10.140
C 4.686 -5.677 7.934
C 5.123 -6.896 8.971
C 6.562 -7.496 8.678
C 6.831 -8.528 9.822
H 0.287 -2.263 12.742
H 0.867 -3.168 14.080
H -0.536 -3.738 13.240
H 0.531 -4.869 11.584
H 1.827 -4.809 12.755
H 2.978 -3.254 11.829
H 1.806 -2.865 10.647
H 1.789 -5.066 9.790
H 3.320 -5.665 10.435
H 2.124 -2.476 7.837
H 1.783 -4.028 7.164
H 3.754 -3.940 5.725
H 3.898 -2.202 6.119
H 1.476 -3.322 4.800
H 2.688 -2.458 4.013
H 1.009 -1.322 6.330
H 0.716 -1.185 4.543
H 1.980 -0.331 5.270
H 4.378 -2.387 9.431
H 5.713 -3.012 8.370
H 5.734 -4.538 10.777
H 5.592 -2.878 11.359
H 7.710 -4.021 9.461
H 7.854 -4.070 11.101
H 8.118 -1.519 11.082
H 7.487 -1.446 9.437
H 9.051 -2.086 9.713
H 5.585 -5.355 7.409
H 3.999 -6.142 7.228
H 4.332 -7.615 9.185
H 5.288 -6.330 9.888
H 7.335 -6.732 8.594
H 6.640 -7.969 7.700
H 7.664 -9.223 9.712
H 6.026 -9.248 9.967
H 6.981 -8.004 10.766
C -3.691 -7.353 8.427
C -3.779 -5.911 9.029
C -2.432 -5.456 9.576
C -1.443 -4.829 8.580
C -2.136 -3.644 7.865
C -3.501 -3.944 7.155
N -4.266 -4.915 7.978
O -5.539 -5.226 7.510
C -3.281 -4.526 5.676
C -4.271 -2.635 7.070
C -4.710 -5.941 10.151
H -3.166 -8.076 9.052
H -3.168 -7.363 7.471
H -4.736 -7.561 8.200
H -1.906 -6.219 10.151
H -2.519 -4.801 10.443
H -1.112 -5.592 7.875
H -0.591 -4.486 9.166
H -1.496 -3.156 7.129
H -2.210 -2.815 8.569
H -3.073 -5.596 5.634
H -2.474 -4.026 5.141
H -4.255 -4.566 5.188
H -3.800 -1.966 6.349
H -4.243 -2.179 8.059
H -5.293 -2.606 6.692
H -4.486 -6.660 10.939
H -5.759 -5.966 9.856
H -4.884 -5.050 10.753
C -1.649 -9.657 12.580
F -1.210 -8.495 12.677
F -1.312 -10.009 11.330
F -1.102 -10.472 13.484
S -3.466 -9.745 12.676
O -3.792 -9.031 13.904
O -3.940 -9.021 11.529
N -3.768 -11.381 12.519
S -5.210 -11.568 12.947
O -6.069 -10.483 13.416
O -5.911 -12.384 12.023
C -4.883 -12.724 14.423
F -4.967 -11.970 15.546
F -5.705 -13.762 14.400
F -3.639 -13.191 14.294
*
```

Maximum force in eV/Å: 6.44
HOMO (alpha / beta) in eV: -11.95 / -12.13
Molar mass in g mol⁻¹: 1441.16
Total energy in a.u.: -5677.8381